# C15H32IrN3O3P

A structure of composition C15H32IrN3O3P (wB97M-V/def2-TZVPD, OMol25).

Maximum force, eV/Å: 0.67
LUMO (spin up / spin down), eV: -8.84 / -12.22
HOMO (spin up / spin down), eV: -18.02 / -19.05
Total charge: +3
Energy above the lowest of the compared OMol25 structures with the same formula, charge and spin, kcal/mol: 0.0
2S+1: 5

```
55
Properties=species:S:1:pos:R:3:lowdin_spin:R:1
Ir -1.12 -0.07 0.15 2.42
C -2.65 1.03 2.69 0.02
N -2.93 0.63 1.29 0.22
C -3.36 1.81 0.49 0.03
C -3.94 -0.46 1.25 0.01
C -3.88 -1.18 -0.07 0.00
N -2.50 -1.70 -0.32 0.04
C -2.43 -2.16 -1.73 0.03
C -2.19 -2.84 0.59 0.02
H -3.59 1.32 3.17 0.01
H -1.97 1.87 2.70 0.00
H -2.22 0.19 3.24 0.00
H -4.34 2.15 0.83 0.01
H -3.44 1.56 -0.57 0.01
H -2.64 2.62 0.63 0.00
H -4.94 -0.05 1.41 0.00
H -3.74 -1.14 2.09 0.00
H -4.13 -0.51 -0.89 0.00
H -4.59 -2.01 -0.10 0.00
H -3.24 -2.87 -1.93 0.00
H -1.48 -2.68 -1.90 0.00
H -2.52 -1.32 -2.41 0.00
H -3.02 -3.56 0.59 0.00
H -2.04 -2.49 1.61 0.00
H -1.30 -3.35 0.25 0.00
N 1.69 -2.10 -1.35 0.25
C 2.94 -1.64 -1.51 0.17
C 3.93 -1.90 -0.50 0.12
C 5.22 -1.52 -0.72 0.03
C 5.57 -0.84 -1.91 0.28
C 4.59 -0.55 -2.89 0.03
C 3.30 -0.92 -2.69 0.11
H 1.13 -2.20 -2.19 0.01
H 1.56 -2.85 -0.68 0.01
H 3.64 -2.43 0.39 0.00
H 5.98 -1.74 0.01 0.00
H 6.59 -0.55 -2.07 0.01
H 4.88 -0.04 -3.79 0.00
H 2.54 -0.73 -3.45 0.00
C -0.15 3.08 -1.54 0.01
O 0.18 2.95 -0.14 0.01
P 0.47 1.59 0.59 0.06
O 1.93 1.10 0.25 0.03
C 3.05 2.05 0.26 0.00
O 0.42 2.09 2.08 0.01
C 1.22 1.61 3.20 0.00
H -0.62 4.05 -1.65 0.00
H -0.84 2.30 -1.85 0.01
H 0.76 3.04 -2.14 0.00
H 3.93 1.46 0.48 0.00
H 2.90 2.82 1.02 0.00
H 3.13 2.51 -0.72 0.00
H 1.51 2.49 3.77 0.00
H 2.11 1.09 2.84 0.00
H 0.61 0.95 3.81 0.00
```

***

# C15H32N2O5

A structure of composition C15H32N2O5 at a distorted geometry (wB97M-V/def2-TZVPD, OMol25).

Maximum force, eV/Å: 9.42
LUMO, eV: -0.10
HOMO, eV: -8.88
Energy above the lowest of the compared OMol25 structures with the same formula, charge and spin, kcal/mol: 192.7

```
54
Properties=species:S:1:pos:R:3:mulliken_charge:R:1
C -1.66 -4.80 2.29 0.13
O -1.26 -5.91 1.84 -0.58
N -1.05 -3.61 1.86 0.12
C -0.16 -3.58 0.68 -0.47
C -1.36 -2.31 2.52 -1.02
H -2.57 -4.52 2.85 0.38
H 0.87 -3.46 1.01 0.41
H -0.43 -2.77 0.00 0.52
H -0.12 -4.47 0.06 0.25
H -1.36 -2.66 3.55 0.56
H -0.51 -1.64 2.51 0.10
H -2.38 -1.94 2.43 0.36
C 5.03 3.90 -1.22 0.02
O 5.25 3.28 -2.21 -0.55
N 4.09 3.57 -0.34 0.09
C 3.07 2.46 -0.60 -1.08
C 4.29 3.79 1.10 -0.97
H 5.64 4.75 -0.87 0.32
H 2.64 2.65 -1.58 0.20
H 2.26 2.41 0.12 0.42
H 3.54 1.47 -0.64 0.40
H 4.63 2.91 1.65 0.28
H 5.08 4.53 1.21 0.40
H 3.41 4.25 1.54 0.28
C -2.03 -1.17 -0.22 -0.61
C -3.24 -2.04 -0.59 0.23
O -4.10 -1.61 -1.29 -0.55
C -3.27 -3.44 0.05 -0.82
H -2.09 -0.73 0.78 0.39
H -1.89 -0.31 -0.88 0.91
H -1.08 -1.70 -0.17 0.30
H -3.73 -3.45 1.04 0.19
H -2.29 -3.91 0.16 0.17
H -3.77 -4.11 -0.64 0.43
C -3.12 3.30 -1.78 -1.02
C -2.25 2.45 -2.75 0.44
O -2.44 2.38 -3.92 -0.54
C -1.16 1.54 -2.12 -0.33
H -3.19 4.38 -1.91 0.34
H -2.96 3.08 -0.72 0.28
H -4.13 2.96 -1.99 0.28
H -0.22 2.09 -2.17 0.18
H -1.06 0.56 -2.56 0.47
H -1.44 1.33 -1.08 0.51
C 2.55 -0.16 0.74 -1.18
C 1.42 0.35 -0.19 0.30
O 1.63 1.32 -0.97 -0.54
C -0.02 -0.05 0.06 0.77
H 2.77 -1.21 0.51 0.31
H 2.11 -0.22 1.74 0.31
H 3.41 0.48 0.57 0.31
H -0.80 0.32 -0.60 -1.85
H -0.28 0.38 1.03 0.48
H -0.26 -1.11 0.11 -0.77
```

***

# C15H32N2PS

A cluster of 2 separate species, C15H32N2PS in total at a distorted geometry (wB97M-V/def2-TZVPD, OMol25).

Maximum force, eV/Å: 1.00
LUMO, eV: -2.32
HOMO, eV: -11.04
Total charge: +1

```
51
Properties=species:S:1:pos:R:3:mulliken_charge:R:1
C 2.42 0.58 -1.47 0.25
C 1.73 0.88 -2.41 -0.51
P 0.70 1.33 -3.78 -0.10
S -1.28 1.20 -3.03 -0.29
C 0.80 -0.27 -4.69 -0.62
C -0.29 -0.41 -5.76 -0.62
C -1.00 -1.78 -5.77 -0.50
C -0.10 -2.99 -5.49 -0.72
N -0.24 -3.59 -4.16 -0.60
H 2.99 -0.01 -0.78 0.43
H -1.46 2.48 -2.67 0.21
H 1.78 -0.24 -5.15 0.42
H 0.77 -1.07 -3.95 0.20
H -1.05 0.36 -5.62 0.42
H 0.14 -0.22 -6.74 0.35
H -1.78 -1.77 -5.01 0.23
H -1.49 -1.89 -6.74 0.32
H -0.36 -3.78 -6.19 0.35
H 0.96 -2.75 -5.63 0.40
H -0.22 -2.88 -3.44 0.21
H -1.12 -4.09 -4.09 0.26
C 1.05 0.17 5.99 -1.22
C 1.78 -0.32 4.73 -0.49
C 1.57 0.45 3.44 -0.60
N 0.18 0.49 2.85 0.28
C 0.35 0.86 1.39 -0.65
C -0.96 1.13 0.67 -0.17
C -1.77 2.20 1.39 -0.81
C -1.98 1.82 2.85 -0.74
C -0.65 1.55 3.54 -0.47
C -0.46 -0.85 2.95 -1.10
H 0.00 -0.09 5.98 0.30
H 1.48 -0.30 6.87 0.42
H 1.15 1.25 6.11 0.31
H 1.59 -1.38 4.58 0.34
H 2.86 -0.25 4.92 0.42
H 2.20 0.01 2.67 0.34
H 1.88 1.49 3.55 0.39
H 0.98 1.75 1.37 0.35
H 0.88 0.04 0.92 0.42
H -0.72 1.45 -0.35 -0.18
H -1.54 0.21 0.57 0.41
H -2.73 2.34 0.89 0.43
H -1.25 3.16 1.33 0.30
H -2.63 0.95 2.92 0.32
H -2.48 2.63 3.38 0.42
H -0.82 1.21 4.56 0.31
H -0.04 2.45 3.56 0.41
H -0.64 -1.08 4.00 0.35
H 0.21 -1.58 2.51 0.36
H -1.40 -0.85 2.42 0.49
```

***

# C15H32N5V

A structure of composition C15H32N5V at a distorted geometry (wB97M-V/def2-TZVPD, OMol25).

Maximum force, eV/Å: 2.92
LUMO (spin up / spin down), eV: -1.15 / -1.13
HOMO (spin up / spin down), eV: -7.61 / -7.62

```
53
Properties=species:S:1:pos:R:3:mulliken_charge:R:1
V -0.61 0.12 0.52 -0.19
N -1.44 0.77 2.14 0.57
N -2.12 -0.87 0.01 1.03
N 1.23 1.24 -0.24 0.33
N 0.27 -0.22 -1.49 0.32
H -2.85 -0.74 2.55 0.26
C -2.69 0.33 2.75 -1.02
H -3.56 0.90 2.37 0.30
H -2.65 0.50 3.84 0.38
H -1.21 1.92 3.88 0.46
C -0.86 1.90 2.83 -1.07
H -1.15 2.86 2.35 0.29
H 0.24 1.83 2.83 0.20
C -2.15 -2.32 -0.05 -1.32
H -2.28 -2.65 -1.09 0.34
H -1.21 -2.73 0.33 0.21
H -2.97 -2.73 0.55 0.29
H -3.37 -0.51 -1.63 0.26
C -3.34 -0.29 -0.55 -1.23
H -4.24 -0.68 -0.05 0.33
H -3.33 0.79 -0.44 0.34
C 2.27 2.04 0.37 0.38
H 2.43 1.56 1.36 0.07
C 1.75 3.44 0.68 -1.07
H 1.27 3.46 1.67 0.19
H 2.58 4.15 0.75 0.41
H 1.01 3.80 -0.05 0.23
C 3.62 2.01 -0.34 -1.64
H 4.28 2.73 0.16 0.45
H 4.06 1.01 -0.25 0.35
H 3.55 2.23 -1.40 0.36
H 1.27 -2.46 -3.83 0.43
C 1.48 -1.86 -2.95 -1.35
H 2.17 -1.06 -3.23 0.31
H 1.94 -2.50 -2.19 0.30
C 0.16 -1.34 -2.43 0.59
H -0.29 -2.15 -1.84 -0.25
C -0.89 -1.01 -3.49 -1.16
H -0.93 0.06 -3.73 0.25
H -0.67 -1.58 -4.39 0.40
H -1.88 -1.33 -3.16 0.19
H 1.77 1.10 -2.33 0.28
C 1.11 0.81 -1.49 -0.23
C 0.39 -1.32 1.55 -0.07
H 0.92 -0.60 2.19 0.36
H -0.60 -1.54 2.02 0.41
C 1.15 -2.54 1.20 -0.37
H 0.52 -3.37 0.86 0.31
C 2.50 -2.68 1.41 -0.93
H 3.07 -1.87 1.89 0.26
H 3.14 -3.45 0.99 0.29
N -1.55 2.90 -1.01 -0.85
C -1.30 1.92 -0.39 0.01
```